18
Properties=species:S:1:pos:R:3:forces:R:3:lowdin_charge:R:1 method="wB97M-V/def2-TZVPD" relative_energy_kj_mol=397.2 largest_force_ev_per_a=6.75 multiplicity=1 total_charge=+1 homo_lumo_gap_ev="6.0 / 6.0" homo_ev="-13.991 / -13.988"
C -0.884 0.345 -0.599 2.050 0.699 0.554 -0.318
C 1.200 -0.086 0.315 -2.101 -0.437 -1.369 -0.292
C 0.671 2.108 -0.503 -0.458 -0.848 -0.588 -0.478
C -2.270 -0.105 -1.011 -0.198 4.388 0.380 -0.070
C 2.135 -1.022 0.905 2.452 0.964 3.719 0.002
N -0.056 -0.544 0.010 0.946 0.707 0.007 0.166
N 1.566 1.168 0.051 -1.595 -1.572 0.208 0.233
N -2.180 -1.494 0.782 -0.262 5.525 -3.876 0.374
N -0.568 1.574 -0.887 -0.812 -0.282 0.066 0.218
O 1.036 3.221 -0.650 -0.079 1.108 -0.111 0.165
O -2.715 -1.278 -0.412 1.430 -2.503 3.842 0.042
H -2.907 0.877 -0.896 0.535 -2.020 0.708 0.206
H -2.363 -0.175 -2.060 0.087 -1.000 -1.291 0.137
H 3.077 -0.479 1.414 -2.098 -0.881 -1.297 0.148
H 2.586 -1.787 0.296 -0.478 -0.309 -0.474 0.095
H 1.587 -1.419 1.795 0.542 -0.344 -0.813 0.112
H 2.430 1.496 0.400 1.121 0.481 0.157 0.161
H -2.345 -2.402 1.048 -1.083 -3.676 0.177 0.097

---

11
Properties=species:S:1:pos:R:3:forces:R:3:lowdin_charge:R:1 method="wB97M-V/def2-TZVPD" relative_energy_kj_mol=99.8 largest_force_ev_per_a=3.63 multiplicity=1 total_charge=+1 smiles="C/C(=N/SCl)[NH+]=S" homo_lumo_gap_ev="6.6 / 7.6" homo_ev="-14.249 / -14.393"
C -1.384 0.795 0.074 1.617 0.216 -3.243 0.022
C -0.153 -0.166 0.069 -2.875 -0.493 -0.018 -0.453
N 0.943 0.455 0.302 2.844 0.686 -0.468 -0.320
S 2.454 0.045 0.067 -0.056 0.002 0.418 0.649
Cl 3.566 1.753 -0.120 -1.063 -0.731 0.172 0.269
N -0.260 -1.545 -0.133 1.213 0.655 0.595 -0.363
S 0.892 -2.697 0.238 -0.371 1.171 -0.438 0.811
H -1.315 1.476 -0.898 0.035 -1.501 1.862 0.150
H -1.305 1.484 0.875 0.242 0.404 0.956 0.075
H -2.337 0.347 0.045 -0.964 -0.817 0.122 0.061
H -1.101 -1.947 -0.517 -0.622 0.408 0.042 0.100

---

13
Properties=species:S:1:pos:R:3:forces:R:3:lowdin_charge:R:1 method="wB97M-V/def2-TZVPD" relative_energy_kj_mol=48.2 largest_force_ev_per_a=2.68 multiplicity=1 smiles=ClCC[C@H]1CS1 homo_lumo_gap_ev=9.8 homo_ev=-8.953
Cl -2.528 -0.769 -0.575 0.407 0.603 0.823 0.496
C -1.533 0.582 0.208 -1.142 0.059 -2.421 -0.503
C -0.238 0.729 -0.546 1.347 -0.545 -0.057 -0.299
C 0.941 0.176 0.214 1.697 -0.768 1.224 -0.644
C 1.279 -1.291 0.340 -0.223 1.630 -1.902 -0.345
S 2.477 -0.259 -0.719 -1.101 -0.641 1.171 0.759
H -1.506 0.471 1.244 0.514 -0.938 1.652 0.056
H -2.122 1.470 0.094 -0.512 0.384 -0.429 0.059
H -0.037 1.766 -0.859 -0.106 -0.265 0.365 0.123
H -0.200 0.142 -1.465 -0.621 0.143 -0.134 0.089
H 1.229 0.613 1.157 -0.194 0.908 0.049 0.092
H 1.596 -1.813 1.235 0.162 0.494 -0.028 0.075
H 0.642 -1.818 -0.327 -0.227 -1.063 -0.314 0.043

---

106
Properties=species:S:1:pos:R:3:forces:R:3:lowdin_spin:R:1 method="wB97M-V/def2-TZVPD" relative_energy_kj_mol=0.0 largest_force_ev_per_a=3.15 multiplicity=2 total_charge=+1 homo_lumo_gap_ev="8.0 / 8.0" homo_ev="-10.414 / -10.414"
O -0.227 0.148 0.366 1.121 0.105 -0.814 -0.173
V 0.647 0.161 -0.956 -2.509 -0.905 1.674 1.122
O -0.751 -0.625 -2.111 1.616 0.123 0.016 0.033
H -1.495 -0.266 -2.602 0.190 0.165 0.184 0.004
C 1.390 -3.651 1.275 0.496 0.619 1.316 0.000
C 2.017 -2.364 0.749 -0.770 -0.737 -0.407 0.001
C 3.494 -2.582 0.512 -0.060 0.955 -0.170 0.000
O 4.066 -1.363 0.023 0.015 -0.052 0.151 0.000
C 5.445 -1.515 -0.272 0.109 0.533 0.168 0.000
N 1.367 -1.974 -0.545 0.785 0.089 -0.884 0.000
H 1.763 -3.828 2.293 0.079 -0.045 -0.159 0.000
H 1.676 -4.524 0.695 -0.484 -0.040 -0.310 0.000
H 0.329 -3.467 1.437 -0.177 -0.457 -0.488 0.000
H 1.869 -1.584 1.495 -0.057 0.183 -0.150 0.000
H 3.650 -3.328 -0.277 0.037 -0.375 0.384 0.000
H 3.963 -2.826 1.468 0.153 -0.384 -0.165 0.000
H 5.838 -0.530 -0.532 -0.150 -0.056 -0.258 0.000
H 5.565 -2.208 -1.106 0.247 -0.088 0.086 0.000
H 6.015 -1.808 0.615 -0.108 -0.393 -0.101 0.000
H 2.045 -2.305 -1.240 -0.162 0.475 -0.220 0.000
H 0.559 -2.534 -0.824 -0.283 0.140 0.800 0.001
C -3.595 -0.469 0.648 0.658 -0.568 0.581 -0.001
C -4.884 -0.910 -0.059 0.645 -0.808 0.415 0.000
C -5.658 0.248 -0.623 -0.152 0.583 0.189 0.000
O -4.977 0.795 -1.752 -0.002 -0.056 0.229 0.000
C -5.754 0.784 -2.927 0.305 -0.456 -0.200 0.000
N -4.650 -1.926 -1.088 -0.508 0.324 -0.294 0.000
H -3.629 0.498 1.158 -0.175 0.113 -0.282 0.000
H -2.703 -0.530 0.021 -0.200 0.370 -0.323 0.000
H -3.349 -1.173 1.453 -0.196 -0.009 -0.048 0.000
H -5.477 -1.425 0.703 -0.354 0.365 -0.060 0.000
H -5.715 1.026 0.150 -0.002 0.003 -0.082 0.000
H -6.691 -0.010 -0.868 0.113 -0.225 -0.209 0.000
H -6.586 1.488 -2.865 -0.072 0.015 -0.100 0.000
H -6.114 -0.231 -3.130 -0.236 0.106 0.033 0.000
H -5.087 1.038 -3.752 -0.099 0.260 0.004 0.000
H -4.169 -2.735 -0.724 0.138 0.048 0.042 0.000
H -4.116 -1.525 -1.849 0.173 -0.093 0.073 0.000
C -3.745 -2.730 5.095 -0.628 0.970 -0.650 0.000
C -2.392 -3.084 4.480 -1.087 -0.068 1.006 0.000
C -1.499 -1.876 4.463 1.035 -0.127 -0.357 0.000
O -2.091 -0.866 3.698 0.195 0.055 -0.261 0.000
C -1.240 0.250 3.525 -0.514 0.025 0.794 0.000
N -1.723 -4.119 5.251 0.551 -0.434 0.174 0.000
H -4.449 -3.560 5.067 0.134 -0.152 0.221 0.000
H -4.212 -1.917 4.521 0.092 -0.215 -0.070 0.000
H -3.675 -2.296 6.097 0.249 -0.430 0.167 0.000
H -2.601 -3.401 3.458 0.371 -0.174 -0.105 0.000
H -0.521 -2.192 4.047 -0.188 0.148 -0.158 0.000
H -1.241 -1.530 5.479 -0.384 0.002 0.045 0.000
H -0.924 0.578 4.528 0.161 0.208 -0.212 0.000
H -1.853 1.025 3.074 0.170 0.109 -0.159 0.000
H -0.366 0.053 2.904 -0.055 -0.173 -0.128 0.000
H -1.950 -5.071 5.000 -0.168 0.104 -0.319 0.000
H -1.966 -4.039 6.230 0.066 0.129 0.005 0.000
C 1.394 0.268 -4.616 -0.009 0.325 -0.025 0.000
C 2.041 -0.717 -3.671 0.332 0.324 0.366 0.000
C 3.224 -1.438 -4.294 -0.705 0.247 -0.450 0.000
O 3.450 -2.605 -3.560 0.369 -0.285 0.529 0.000
C 4.489 -3.393 -4.115 0.072 0.098 -0.350 0.000
N 2.475 -0.033 -2.406 0.042 0.142 -0.030 0.001
H 2.126 0.959 -5.047 0.018 -0.052 0.036 0.000
H 0.638 0.850 -4.087 -0.038 -0.051 -0.007 0.000
H 0.892 -0.242 -5.436 0.028 -0.065 0.007 0.000
H 1.296 -1.446 -3.349 0.008 -0.059 -0.214 0.000
H 4.101 -0.771 -4.284 0.053 -0.114 -0.111 0.000
H 2.974 -1.684 -5.337 0.156 0.001 0.035 0.000
H 4.707 -4.217 -3.444 -0.065 -0.001 0.100 0.000
H 5.395 -2.794 -4.272 -0.009 -0.040 0.119 0.000
H 4.187 -3.793 -5.090 -0.016 -0.013 0.081 0.000
H 2.856 0.900 -2.558 -0.084 -0.097 -0.535 0.000
H 3.271 -0.553 -2.034 -0.286 -0.096 0.322 0.000
C -2.056 2.332 -1.190 -0.636 -0.613 -0.370 0.000
C -0.937 2.765 -2.103 0.012 0.458 0.383 0.003
C -0.796 4.282 -2.174 0.211 -0.200 -0.721 0.000
O -0.615 4.794 -0.885 0.105 -0.019 0.330 0.000
C 0.054 6.036 -0.877 0.170 0.279 -0.382 0.000
N 0.377 2.211 -1.587 -0.304 1.035 -0.424 0.001
H -1.998 2.716 -0.175 0.267 0.073 -0.013 0.000
H -2.075 1.243 -1.156 0.019 0.082 0.248 0.000
H -3.028 2.604 -1.608 0.094 0.205 0.009 0.000
H -1.139 2.445 -3.126 0.256 -0.401 0.054 0.000
H -1.663 4.711 -2.693 -0.086 0.060 0.252 0.000
H 0.079 4.529 -2.806 -0.062 -0.016 0.104 0.000
H 1.085 5.935 -1.250 -0.069 -0.066 0.067 0.000
H 0.085 6.418 0.139 -0.103 -0.060 0.066 0.000
H -0.449 6.761 -1.526 -0.065 0.011 0.132 0.000
H 1.075 2.567 -2.247 0.030 -0.367 0.004 0.000
H 0.520 2.841 -0.784 0.056 -0.584 0.284 0.001
C 3.782 1.396 2.355 -0.047 -0.069 -0.111 0.000
C 2.338 1.349 1.842 0.412 -0.233 -0.990 0.000
C 1.636 2.676 2.042 0.287 -0.030 0.192 0.000
O 0.259 2.577 1.839 0.072 -0.174 -0.364 -0.001
C -0.403 3.757 2.176 -0.689 1.058 0.497 0.000
N 2.361 1.024 0.354 0.896 -0.049 0.282 0.003
H 4.428 2.055 1.765 -0.194 0.134 0.004 0.000
H 4.218 0.397 2.281 0.006 0.019 0.103 0.000
H 3.826 1.723 3.393 -0.007 -0.062 0.022 0.000
H 1.854 0.499 2.321 -0.455 0.326 0.115 0.000
H 2.075 3.391 1.318 0.005 0.060 0.128 0.000
H 1.860 3.069 3.043 -0.046 -0.085 -0.001 0.000
H -0.490 3.901 3.264 0.133 -0.235 -0.061 0.000
H -1.413 3.752 1.768 0.081 -0.275 -0.039 0.000
H 0.068 4.674 1.791 0.223 -0.305 -0.152 0.000
H 3.059 0.272 0.273 -0.284 -0.045 -0.027 0.002
H 2.879 1.808 -0.053 -0.281 0.017 -0.112 0.001

---

26
Properties=species:S:1:pos:R:3:forces:R:3:lowdin_spin:R:1 method="wB97M-V/def2-TZVPD" relative_energy_kj_mol=910.7 largest_force_ev_per_a=6.05 multiplicity=2 total_charge=+2 homo_lumo_gap_ev="6.6 / 4.6" homo_ev="-19.786 / -19.069"
C -1.746 -0.577 0.887 1.953 -0.455 1.645 0.216
C -0.344 -0.599 1.542 -1.743 1.361 -0.871 0.169
C 0.762 -0.785 0.494 -3.061 0.255 -1.008 0.132
C 0.456 -2.036 -0.359 2.767 -0.585 1.977 0.233
C 2.103 -0.858 1.232 2.940 -1.153 -0.749 0.114
N -0.039 2.404 -1.990 0.693 -1.070 -1.490 -0.427
H -2.566 -0.713 1.617 0.106 0.235 0.416 0.053
H -2.066 0.387 0.492 -0.413 1.033 -0.625 0.066
H -0.197 0.452 2.047 -0.476 -1.570 0.175 0.056
H -0.465 -1.456 2.290 1.018 0.942 0.116 0.066
H 0.640 0.112 -0.214 0.562 -1.120 1.171 0.015
H -0.377 -1.836 -1.117 -0.522 0.763 -0.373 0.104
H 1.261 -2.100 -1.058 0.583 -0.605 -1.002 0.017
H 0.399 -3.011 0.220 -0.523 1.166 -0.814 0.007
H 2.206 -1.777 1.811 -0.203 -0.040 -0.017 0.001
H 2.080 -0.053 1.933 -0.057 0.763 0.539 0.019
H 3.120 -0.778 0.658 -2.271 -0.066 0.360 0.008
H 0.936 2.380 -2.364 -0.636 0.350 0.468 -0.005
H -1.746 -1.361 0.166 -0.371 -0.297 -1.020 0.017
H -0.582 3.049 -2.549 -0.086 0.638 -0.313 -0.008
H -0.462 1.396 -2.186 0.404 -0.136 1.339 -0.013
H -1.084 -0.051 -2.823 -1.670 -0.764 -2.982 0.002
O -0.675 -0.062 -1.996 1.177 0.549 2.435 -0.086
H -0.600 3.129 1.017 -0.097 4.946 2.215 0.005
H -0.407 2.405 -0.367 0.002 0.402 0.827 -0.006
O -0.607 2.337 0.614 -0.078 -5.545 -2.418 0.244

---

13
Properties=species:S:1:pos:R:3:forces:R:3:lowdin_charge:R:1 method="wB97M-V/def2-TZVPD" relative_energy_kj_mol=113.9 largest_force_ev_per_a=5.32 multiplicity=1 total_charge=+1 homo_lumo_gap_ev=8.9 homo_ev=-13.311
C -1.151 1.166 -0.206 -3.653 -2.271 3.123 -0.050
C 0.159 -0.561 0.896 0.789 -1.328 -2.929 -0.127
N 0.847 -1.684 0.828 0.631 1.932 2.587 0.215
N -0.455 -0.135 -0.174 -1.763 1.153 -0.492 -0.009
I 2.527 0.912 -1.855 0.845 0.003 -0.074 0.524
H -2.136 0.965 0.400 1.736 0.856 -0.821 0.146
H -0.733 2.069 0.108 1.757 0.761 1.266 0.081
H -1.540 1.453 -1.108 -0.545 -0.232 -2.933 0.059
H 0.284 0.032 1.751 0.198 1.170 0.821 0.161
H 0.596 -2.503 0.416 -1.041 -2.386 -2.276 0.103
H 1.472 -1.856 1.577 0.483 -0.124 0.919 0.128
H 0.964 0.906 -1.715 -0.620 0.099 -0.112 -0.429
H -0.833 -0.764 -0.918 1.183 0.368 0.921 0.198